[1]
An isolated molecule of C21H32N6O. Source: the Open Molecules 2025 dataset; level of theory: ωB97M-V/def2-TZVPD.

Computed properties:
LUMO energy = 0.53 eV
SMILES = CC(C)n1cc(CN2CCC(n3nccc3NC(=O)C3CCCC3)CC2)cn1
ΔE to the lowest compared entry with this formula, charge and spin = 7.04 kJ/mol
HOMO level = -8.34 eV

XYZ file:
```
60
C21H32N6O ωB97M-V/def2-TZVPD
O 5.4942 0.0136 -1.0467
N 3.6315 0.6369 0.0920
N 2.1608 2.4679 -0.3771
N -1.7294 1.7831 1.0809
N -4.9526 -1.3435 0.5308
N -5.0022 -0.4756 -0.4737
N 2.0676 3.5420 -1.1675
C 4.6800 -0.1991 -0.1819
C -3.7919 0.5012 1.0745
C 0.2514 0.9543 -0.0644
C -7.1739 -1.1005 -1.3582
C 3.1691 3.5640 -1.8889
C 4.6781 -1.4231 0.7289
C 3.3200 1.7963 -0.6035
C 5.2002 -3.6353 -0.1668
C -0.8869 0.6201 0.8924
C 3.3875 -2.2523 0.5342
C -2.9383 1.4654 1.8266
C -0.9777 2.8630 1.6885
C -5.7136 -0.8019 -1.6893
C -4.2256 -0.7732 1.4720
C 3.8562 -3.7057 0.5498
C -5.0425 -1.9977 -2.3629
C 1.0915 2.0958 0.5188
C -4.3190 0.6492 -0.1934
C 5.8446 -2.3752 0.4120
C 0.1718 3.2851 0.7788
C 4.0078 2.4862 -1.5807
H -1.6511 3.7105 1.8357
H -0.4698 0.2634 1.8561
H -0.1660 1.2829 -1.0166
H -0.5788 2.5695 2.6798
H -5.5693 -2.2607 -3.2758
H 0.7330 4.1006 1.2350
H -2.7070 1.0451 2.8230
H 6.5306 -1.9069 -0.2927
H -0.2212 3.6337 -0.1747
H 4.9590 2.2343 -1.9964
H 4.7483 -1.0642 1.7603
H 2.6406 -2.0533 1.3038
H -4.0404 -1.2823 2.3975
H -5.6498 0.0766 -2.3415
H -4.2414 1.4610 -0.8872
H -4.0088 -1.7652 -2.6093
H -1.4972 -0.1832 0.4743
H 3.9993 -4.0418 1.5783
H 6.3940 -2.6149 1.3223
H 1.5357 1.7753 1.4742
H -3.4863 2.4019 1.9739
H 5.8101 -4.5227 -0.0075
H 5.0389 -3.5134 -1.2385
H 2.9951 0.3712 0.8285
H 2.9469 -2.0264 -0.4397
H 0.8614 0.0663 -0.2426
H 3.1477 -4.3738 0.0623
H -7.6453 -0.2338 -0.9006
H -7.2205 -1.9310 -0.6592
H -5.0568 -2.8468 -1.6848
H -7.7191 -1.3606 -2.2611
H 3.3294 4.3476 -2.6019
```

natural (NBO) atomic charge list, values in e, 4 entries:
1 O -0.591
2 N -0.622
3 N -0.180
4 N -0.435

[2]
A structure of composition C21H32O19Rb2 in a non-equilibrium geometry. Source: the Open Molecules 2025 dataset; level of theory: ωB97M-V/def2-TZVPD.

Computed properties:
LUMO energy = -1.44 eV
HOMO level = -6.48 eV

XYZ file:
```
74
C21H32O19Rb2 ωB97M-V/def2-TZVPD
Rb -13.5416 -18.3943 14.0779
Rb -15.6395 -21.6017 17.2105
O -19.3679 -13.8533 11.4830
O -20.6394 -17.4039 10.5933
O -14.7415 -11.8514 17.7878
O -17.6764 -16.7229 19.6192
O -19.9823 -18.3479 12.4157
O -19.1442 -14.0749 13.7239
O -19.1656 -23.3269 14.5566
O -18.8059 -25.0963 15.7269
O -21.1195 -16.4038 12.5590
O -18.1150 -23.1012 16.5346
O -16.1285 -19.5197 15.2834
O -15.0631 -11.9287 20.0234
O -17.6808 -14.9577 12.2606
O -23.0338 -22.0403 14.6283
O -15.9157 -10.2948 18.9227
O -21.6601 -21.3235 16.1274
O -18.9741 -19.0269 18.9348
O -15.4014 -16.8384 15.5467
O -23.8647 -20.9572 16.4312
C -16.1425 -17.3716 16.4390
C -17.0165 -15.6020 13.3483
C -18.5627 -25.7085 17.0021
C -17.3774 -17.2806 18.5792
C -20.6076 -13.1997 11.6911
C -19.8266 -18.4039 13.8463
C -21.3652 -20.7491 17.4227
C -24.3363 -22.2568 14.1201
C -16.4133 -16.7719 17.6589
C -18.9434 -21.9405 14.2735
C -18.7763 -14.2911 12.6032
C -16.7337 -18.7649 16.1154
C -20.6321 -17.3005 11.9233
C -21.5690 -16.5549 9.9104
C -16.3608 -9.7097 17.7109
C -14.5640 -13.2659 20.1147
C -17.7345 -19.2326 16.9762
C -18.0982 -18.5852 18.2020
C -22.9476 -21.3996 15.8004
C -18.6526 -23.7768 15.6829
C -15.2024 -11.4161 18.8088
H -15.2932 -14.0044 19.7756
H -20.9728 -12.8818 10.7155
H -20.5704 -19.0488 14.3066
H -18.8114 -18.7698 13.9768
H -22.0455 -17.1452 9.1325
H -17.2963 -10.1721 17.3881
H -20.5082 -12.2843 12.2822
H -13.6012 -13.4096 19.6358
H -24.4710 -21.6676 13.2126
H -18.9036 -25.0828 17.8245
H -21.3236 -13.8492 12.1877
H -19.6532 -21.3300 14.8330
H -17.9310 -21.6238 14.5138
H -19.8854 -17.3928 14.2459
H -15.9847 -15.7904 17.8121
H -19.1649 -26.6126 17.0245
H -20.2891 -20.8075 17.5244
H -18.3423 -20.0802 16.6626
H -21.6422 -19.6968 17.4307
H -21.0100 -15.7435 9.4425
H -17.5042 -25.9389 17.0912
H -21.8745 -21.2748 18.2248
H -24.4276 -23.3129 13.8668
H -22.3061 -16.1491 10.5967
H -17.7068 -16.1974 13.9434
H -19.1735 -21.7830 13.2236
H -14.5063 -13.4403 21.1888
H -25.1133 -21.9934 14.8325
H -16.5688 -8.6635 17.9179
H -16.1915 -16.1824 12.9505
H -16.6071 -14.8703 14.0472
H -15.6178 -9.8150 16.9235
```

Mulliken atomic charge list, values in e, 4 entries:
1 Rb 0.957
2 Rb 0.933
3 O -0.366
4 O -0.372

[3]
A structure of composition C21H33AuGeN3O6S. Source: the Open Molecules 2025 dataset; level of theory: ωB97M-V/def2-TZVPD.

Computed properties:
total charge = +2
LUMO energy (alpha / beta) = -7.14 / -7.28 eV
multiplicity = 2
ΔE to the lowest compared entry with this formula, charge and spin = 0.00 kJ/mol
HOMO level (alpha / beta) = -14.66 / -14.52 eV

XYZ file:
```
66
C21H33AuGeN3O6S ωB97M-V/def2-TZVPD
Au -0.9086 0.5280 1.5355
Ge -0.1172 -0.7388 -1.3827
S 2.7601 2.8631 9.7340
O 1.7244 3.9866 9.8546
O 3.3103 2.4170 10.9629
O 3.5503 2.9227 8.5517
O -0.9778 -2.0769 -1.9322
O 1.4341 -0.1603 -1.0935
O -1.1435 0.4309 -0.5721
N 0.5924 1.3299 10.3706
N -0.6468 0.6123 3.5333
N 0.9421 1.7811 8.0698
C 3.1889 -0.2304 -2.7581
C -1.4692 -0.0341 4.3787
C -2.4929 0.8784 -1.1861
C -0.7297 0.2387 8.7216
C -0.1819 -4.3207 -2.5038
C 1.2045 1.8804 9.3485
C -0.2797 0.8014 6.2799
C -1.3141 0.0405 5.7456
C -0.0200 -2.3997 -4.1581
C 2.8311 -2.1947 -1.2218
C -2.2368 0.9971 -2.6745
C -0.0321 0.9307 7.7440
C -3.5362 -0.1458 -0.8125
C 3.6527 -0.0114 -0.2898
C -2.7419 2.2292 -0.5520
C -2.2652 -3.3237 -3.4886
C -0.3817 0.4862 10.0471
C 2.8335 -0.6942 -1.3630
C 0.3554 1.3556 4.0414
C -0.8254 -3.0755 -3.0742
C 0.5642 1.4684 5.3954
H -2.8427 -3.7292 -2.6599
H -0.8999 0.0026 10.8656
H -2.0146 0.0276 -3.1357
H -1.9248 2.9214 -0.7500
H 0.9940 1.8622 3.3330
H -0.7689 -4.7081 -1.6724
H 1.3780 2.0712 5.7738
H -2.0132 -0.4963 6.3700
H 4.2123 -0.5287 -2.9868
H -1.5245 -0.4561 8.4945
H -2.2633 -0.6184 3.9383
H -2.7402 -2.4134 -3.8534
H 0.0877 -3.0775 -5.0052
H 0.8413 -4.1547 -2.1751
H 3.5593 1.0714 -0.3618
H -0.5213 -1.4990 -4.5225
H -3.3177 -1.1310 -1.2281
H 2.4394 -2.5101 -0.2517
H 3.1234 0.8533 -2.8392
H -3.1382 1.3550 -3.1718
H -2.2700 -4.0562 -4.2966
H -0.1621 -5.0815 -3.2846
H -4.5020 0.1783 -1.1999
H 4.7035 -0.2696 -0.4232
H -1.4375 1.7113 -2.8812
H 3.8564 -2.5582 -1.2957
H 0.9891 -2.1461 -3.8230
H 2.5362 -0.6856 -3.5074
H -3.6551 2.6479 -0.9769
H -2.8948 2.1442 0.5251
H 3.3478 -0.3371 0.7049
H 2.2687 -2.6720 -2.0239
H -3.6237 -0.2248 0.2725
```

natural (NBO) atomic charge list, values in e, 4 entries:
1 Au 0.636
2 Ge 2.504
3 S 2.315
4 O -0.536